79
Properties=species:S:1:pos:R:3 method="wB97M-V/def2-TZVPD" total_charge=+1 s_squared=2.1066 e_above_lowest_ev=0.000 gap_ha="0.24807 / 0.24480" multiplicity=3
V -0.764 -0.653 0.315
N -2.862 -2.731 1.211
N -0.170 -2.719 0.724
N -0.820 -0.198 -1.559
N -2.364 -1.918 0.248
N 3.138 -0.428 2.108
N 0.372 3.610 2.116
N -0.467 0.013 2.417
N -1.506 0.908 -1.912
N 1.529 -0.361 0.561
N 0.183 2.034 0.533
N -0.672 -3.338 1.839
C 2.800 -0.226 -0.104
C 0.505 -2.895 -3.747
C 1.244 5.491 0.648
C 5.091 0.322 0.636
C -3.198 -2.165 -0.865
C -4.394 1.626 0.944
C 0.750 -2.154 -4.917
C 0.085 -0.117 -3.822
C -3.341 0.751 1.262
C -0.547 1.421 2.805
C -3.173 2.427 -0.976
C 4.428 0.545 -1.716
C 0.982 -3.408 0.408
C 0.706 3.239 -0.095
C 5.330 0.757 -0.676
C 0.081 -2.253 -2.556
C -0.174 -0.843 -2.623
C 0.045 2.328 1.786
C -2.282 1.337 -0.872
C 3.129 0.048 -1.445
C 1.063 3.472 -1.405
C 1.468 4.778 -1.701
C 1.215 -4.440 1.342
C 3.820 -0.209 0.905
C 1.571 5.747 -0.689
C 0.759 4.232 0.941
C 0.118 -4.371 2.225
C -3.823 -3.544 0.727
C 0.540 -0.785 -4.950
C -2.214 0.631 0.415
C 0.765 -0.604 2.946
C 1.797 -0.486 1.839
C -4.255 2.537 -0.120
C -4.076 -3.215 -0.598
B -2.014 -3.048 2.429
H 3.553 -0.490 3.002
H -1.608 1.738 2.989
H 5.842 0.507 1.398
H -0.237 0.916 -3.821
H 1.631 5.097 -2.741
H 1.509 -3.063 -0.474
H 0.134 4.107 2.943
H 0.999 -2.698 -5.820
H -3.037 -1.525 -1.761
H 2.104 -5.072 1.383
H -4.325 -4.281 1.347
H -4.846 -3.595 -1.251
H 1.008 2.700 -2.162
H 6.190 1.364 -0.846
H -5.333 1.637 1.569
H 2.369 -0.026 -2.244
H 0.807 -0.217 -5.857
H 1.366 6.243 1.415
H -1.961 -2.158 3.251
H -0.137 -5.014 3.051
H -3.008 3.087 -1.824
H -3.439 0.034 2.103
H 0.657 -3.963 -3.808
H 1.899 6.730 -1.048
H 4.712 0.850 -2.722
H -2.439 -4.005 3.122
H 1.099 -0.078 3.857
H -0.154 -2.792 -1.633
H -1.266 -0.461 2.865
H 0.587 -1.655 3.265
H -5.018 3.352 -0.287
H -0.056 1.584 3.759